8
Properties=species:S:1:pos:R:3 method="wB97M-V/def2-TZVPD" orbital_gap_ev=11.92 lumo_energy_ev=0.847 de_lowest_kcal_mol=0.0 smiles=ClCC(Cl)Cl
Cl 0.8362 1.9666 -0.0004
C -0.2931 0.6460 -0.3522
C 0.2438 -0.6271 0.2236
Cl -0.5773 -2.0652 -0.4436
Cl 0.1050 -0.6656 1.9974
H -0.3394 0.5710 -1.4303
H -1.2926 0.8961 0.0512
H 1.3173 -0.7218 -0.0458


52
Properties=species:S:1:pos:R:3 method="wB97M-V/def2-TZVPD" orbital_gap_ev="4.46 / 4.19" lumo_energy_ev="-8.374 / -8.579" de_lowest_kcal_mol=40.5 charge=+2
I -0.1753 -1.5856 0.1503
I -0.6387 0.1635 2.3453
Bi -4.2013 1.1809 -1.0690
P -1.6434 1.9316 -2.1275
C 0.1008 2.2683 -2.6330
C -2.3301 1.4546 -3.7686
H -2.2309 2.2809 -4.4952
H -2.1437 4.2050 -2.9570
H -3.3909 1.1587 -3.6763
H -3.3247 3.6705 -1.6966
H 0.5937 1.3266 -2.9137
H -1.7643 0.5879 -4.1467
C -2.2606 3.6702 -2.0014
H 0.1281 2.9535 -3.4920
H -1.6821 4.1993 -1.2283
H 0.6498 2.7230 -1.7966
P -2.6421 -1.8365 2.1052
C -1.9027 -3.0253 3.2820
C -3.8294 -0.8673 3.0615
H -4.4301 -2.1683 0.4697
H -4.3231 -3.4702 1.6889
H -3.1561 -3.4028 0.3432
C -3.7530 -2.8092 1.0336
H -4.5733 -0.4110 2.4103
H -4.2871 -1.5774 3.7498
H -2.6611 -3.4459 3.9602
H -1.1633 -2.4706 3.8767
H -3.3100 -0.0868 3.6127
H -1.3967 -3.8360 2.7365
Cl -6.3465 1.5512 -2.1367
C 2.8339 -2.4448 1.6637
C 3.0601 -0.9202 1.5506
P 2.0839 -0.1485 0.2473
C 2.3772 1.6420 0.5501
C 3.8496 2.0541 0.4770
C 2.8309 -0.6220 -1.3873
C 4.3282 -0.9029 -1.3758
H 1.8749 -2.6760 2.1502
H 3.6342 -2.8344 2.3168
H 2.8871 -2.9934 0.7029
H 2.7811 -0.3949 2.4796
H 4.1034 -0.6417 1.3234
H 1.7936 2.2180 -0.1939
H 1.9284 1.8611 1.5268
H 4.1984 2.0337 -0.5607
H 3.9515 3.0891 0.8154
H 4.5451 1.4543 1.0745
H 2.2346 -1.4671 -1.7894
H 2.6267 0.2529 -2.0356
H 4.6859 -1.5752 -0.5769
H 4.6003 -1.3633 -2.3339
H 4.8788 0.0467 -1.3122


59
Properties=species:S:1:pos:R:3 method="wB97M-V/def2-TZVPD" orbital_gap_ev="6.33 / 6.94" lumo_energy_ev="-0.021 / -2.781" spin_multiplicity=4 s2=3.763
Pd -2.0590 -2.6842 2.2983
C 0.1900 -1.1436 -0.4022
C 0.1207 -0.4308 1.0109
O -0.6258 -0.9889 2.0670
H 0.6890 -0.6394 -1.2298
H -0.7790 -1.2362 -0.8928
H 0.5902 -2.1575 -0.4048
H -0.3731 0.4868 0.6911
H 1.1796 -0.2430 1.1885
C 2.1733 2.9118 -1.0291
C 1.6500 2.8925 0.3965
O 0.4214 3.5520 0.3328
C -0.1376 3.2859 -0.8036
O -1.3427 3.4097 -1.0729
O 0.8654 2.9726 -1.7203
H 2.7389 2.0707 -1.4301
H 2.7817 3.7848 -1.2654
H 2.2657 3.5540 1.0059
H 1.7137 1.9025 0.8480
C -3.0819 -4.7724 -3.0480
C -1.5476 -4.7602 -2.8700
O -1.4521 -3.8108 -1.8373
C -2.5296 -3.7878 -1.1534
O -2.6192 -3.2850 -0.0044
O -3.4633 -4.4747 -1.7829
H -3.5544 -5.6747 -3.4362
H -3.4097 -3.8949 -3.6052
H -0.9006 -4.4441 -3.6883
H -1.1942 -5.7389 -2.5455
C 3.3060 -2.8154 2.3201
C 3.6131 -1.6836 3.2212
O 4.5672 -0.9625 2.4597
C 4.2731 -1.1459 1.1589
O 4.6742 -0.4566 0.2047
O 3.4414 -2.2342 1.0610
H 2.3406 -3.2790 2.5228
H 4.1169 -3.5253 2.4832
H 3.8298 -2.0329 4.2307
H 2.6889 -1.1144 3.3214
C -1.2919 3.2873 3.1620
C -1.5924 1.9219 3.7483
O -2.3265 2.3347 4.8738
C -2.1809 3.6400 5.1906
O -2.7206 4.2937 6.1616
O -1.5652 4.2176 4.1575
H -1.9122 3.4812 2.2869
H -0.2794 3.2423 2.7609
H -0.6048 1.5490 4.0197
H -2.0679 1.2967 2.9926
C -1.7489 1.7112 -3.7686
C -0.9294 0.6613 -3.0586
O 0.2757 0.6813 -3.8158
C 0.3651 1.7393 -4.6228
O 1.3000 1.9141 -5.4131
O -0.8244 2.4007 -4.5409
H -2.2479 2.4136 -3.1010
H -2.5914 1.3904 -4.3813
H -1.4125 -0.2914 -3.2755
H -0.8052 0.7086 -1.9768


Repeat the first record exactly.
8
Properties=species:S:1:pos:R:3 method="wB97M-V/def2-TZVPD" orbital_gap_ev=11.92 lumo_energy_ev=0.847 de_lowest_kcal_mol=0.0 smiles=ClCC(Cl)Cl
Cl 0.8362 1.9666 -0.0004
C -0.2931 0.6460 -0.3522
C 0.2438 -0.6271 0.2236
Cl -0.5773 -2.0652 -0.4436
Cl 0.1050 -0.6656 1.9974
H -0.3394 0.5710 -1.4303
H -1.2926 0.8961 0.0512
H 1.3173 -0.7218 -0.0458


Please write out number 2 again, unchanged.
52
Properties=species:S:1:pos:R:3 method="wB97M-V/def2-TZVPD" orbital_gap_ev="4.46 / 4.19" lumo_energy_ev="-8.374 / -8.579" de_lowest_kcal_mol=40.5 charge=+2
I -0.1753 -1.5856 0.1503
I -0.6387 0.1635 2.3453
Bi -4.2013 1.1809 -1.0690
P -1.6434 1.9316 -2.1275
C 0.1008 2.2683 -2.6330
C -2.3301 1.4546 -3.7686
H -2.2309 2.2809 -4.4952
H -2.1437 4.2050 -2.9570
H -3.3909 1.1587 -3.6763
H -3.3247 3.6705 -1.6966
H 0.5937 1.3266 -2.9137
H -1.7643 0.5879 -4.1467
C -2.2606 3.6702 -2.0014
H 0.1281 2.9535 -3.4920
H -1.6821 4.1993 -1.2283
H 0.6498 2.7230 -1.7966
P -2.6421 -1.8365 2.1052
C -1.9027 -3.0253 3.2820
C -3.8294 -0.8673 3.0615
H -4.4301 -2.1683 0.4697
H -4.3231 -3.4702 1.6889
H -3.1561 -3.4028 0.3432
C -3.7530 -2.8092 1.0336
H -4.5733 -0.4110 2.4103
H -4.2871 -1.5774 3.7498
H -2.6611 -3.4459 3.9602
H -1.1633 -2.4706 3.8767
H -3.3100 -0.0868 3.6127
H -1.3967 -3.8360 2.7365
Cl -6.3465 1.5512 -2.1367
C 2.8339 -2.4448 1.6637
C 3.0601 -0.9202 1.5506
P 2.0839 -0.1485 0.2473
C 2.3772 1.6420 0.5501
C 3.8496 2.0541 0.4770
C 2.8309 -0.6220 -1.3873
C 4.3282 -0.9029 -1.3758
H 1.8749 -2.6760 2.1502
H 3.6342 -2.8344 2.3168
H 2.8871 -2.9934 0.7029
H 2.7811 -0.3949 2.4796
H 4.1034 -0.6417 1.3234
H 1.7936 2.2180 -0.1939
H 1.9284 1.8611 1.5268
H 4.1984 2.0337 -0.5607
H 3.9515 3.0891 0.8154
H 4.5451 1.4543 1.0745
H 2.2346 -1.4671 -1.7894
H 2.6267 0.2529 -2.0356
H 4.6859 -1.5752 -0.5769
H 4.6003 -1.3633 -2.3339
H 4.8788 0.0467 -1.3122